(A)
C4H11N3 | the ωB97M-V functional and the def2-TZVPD basis

The geometry in ORCA input format:
```
! wB97M-V def2-TZVPD RIJCOSX def2/J DEFGRID3
* xyz 0 1
N -1.138 -0.105 -0.672
N 2.522 -0.583 -0.039
N -0.439 0.603 1.377
C 1.662 -1.357 0.438
C -2.168 -0.948 -0.121
C 0.486 1.671 -0.674
C -0.387 0.719 0.108
H -0.116 2.246 -1.383
H 1.489 -1.564 1.497
H -1.942 -1.080 0.934
H -1.192 0.104 -1.656
H 0.182 1.232 1.873
H 1.030 -1.887 -0.260
H 3.101 -0.105 0.651
H -2.169 -1.914 -0.626
H 0.993 2.361 -0.005
H 1.242 1.103 -1.224
H -3.158 -0.495 -0.219
*
```

The value obtained for the LUMO energy is 0.0381 hartree. The value obtained for the molar mass is 101.2 g/mol. Its highest occupied orbital energy is -0.322 Eh. The HOMO-LUMO gap comes out at 9.8 eV.

Charges in e, computed with natural (NBO), in the same order as the atoms:
1 N -0.616
2 N -0.636
3 N -0.775
4 C -0.017
5 C -0.423
6 C -0.694
7 C 0.469
8 H 0.217
9 H 0.156
10 H 0.244
11 H 0.385
12 H 0.343
13 H 0.159
14 H 0.333
15 H 0.192
16 H 0.221
17 H 0.256
18 H 0.186

---

(B)
C4H11N3 | the ωB97M-V functional and the def2-TZVPD basis

The geometry in ORCA input format:
```
! wB97M-V def2-TZVPD RIJCOSX def2/J DEFGRID3
* xyz 0 1
N -0.619 0.288 0.063
N -2.796 0.000 -0.762
N -2.245 -0.754 1.361
C -1.919 -0.141 0.145
C 1.895 0.824 -1.135
C 1.779 -0.252 -0.060
C 0.519 -0.163 0.824
H -0.450 1.063 -0.556
H -1.649 -1.527 1.612
H 2.650 -0.226 0.602
H 2.932 0.987 -1.407
H 0.264 -1.173 1.143
H -2.452 0.518 -1.563
H 1.490 1.785 -0.826
H 1.762 -1.228 -0.533
H -3.227 -0.974 1.453
H 0.662 0.486 1.690
H 1.405 0.485 -2.049
*
```

The value obtained for the LUMO energy is 0.0323 hartree. The value obtained for the molar mass is 101.2 g/mol. Its highest occupied orbital energy is -0.315 Eh. The HOMO-LUMO gap comes out at 9.5 eV.

Charges in e, computed with natural (NBO), in the same order as the atoms:
1 N -0.649
2 N -0.764
3 N -0.846
4 C 0.583
5 C -0.623
6 C -0.401
7 C -0.196
8 H 0.389
9 H 0.371
10 H 0.205
11 H 0.220
12 H 0.187
13 H 0.330
14 H 0.198
15 H 0.203
16 H 0.396
17 H 0.182
18 H 0.213

---

The structure with the greatest stability is (B).